DFT (ωB97M-V/def2-TZVPD) results for a structure of composition C4H6N2O2 in a non-equilibrium geometry.

CARTESIAN COORDINATES (ANGSTROEM)
O  0.35421  0.56547  2.90449
O  -1.54690  -1.23612  0.56427
N  1.30514  -0.64336  1.07450
N  -1.52761  0.77476  -0.50014
C  0.51857  -0.04087  1.90097
C  0.62805  -0.29611  -0.07047
C  -0.76107  -0.15328  0.18607
C  1.36224  0.13945  -1.29001
H  -1.59510  1.65953  -0.01342
H  2.33446  -0.36093  -1.32596
H  -0.97161  -1.97438  0.81109
H  -2.45014  0.45378  -0.76098
H  1.55816  1.21622  -1.29221
H  0.79161  -0.10416  -2.18819

Results
spin multiplicity: 1
total energy: -415.9310 hartree
HOMO energy: -7.834 eV
gap between HOMO and LUMO: 8.15 eV